A single C4H7NO molecule at a distorted geometry. Source: the OMol25 dataset; level of theory: ωB97M-V/def2-TZVPD.

HOMO level   -9.2 eV
Spin multiplicity   1
Relative energy (zero: lowest compared OMol25 entry of this formula, charge and spin)   73.0 kcal per mole
LUMO   0.9 eV
Charge   0
Total energy   -7796.4777 eV
Orbital gap   10.1 eV

Last column: Löwdin charge in e.
Geometry (Å):
O  -0.455  1.382  -1.262  0.009
C  0.254  0.191  -1.335  -0.374
C  0.972  -0.197  -0.106  -0.180
C  0.174  0.032  1.190  -0.118
C  -1.013  -0.632  0.475  -0.160
N  -0.169  -1.028  -0.691  0.030
H  0.123  1.774  -0.600  0.092
H  0.715  0.015  -2.306  0.150
H  2.021  -0.475  -0.120  0.125
H  0.033  1.029  1.632  0.103
H  0.582  -0.618  1.968  0.106
H  -1.822  0.052  0.204  0.110
H  -1.416  -1.526  0.950  0.108


2 unconnected molecules or ions with the total composition C4H7NO at a distorted geometry. Source: the OMol25 dataset; level of theory: ωB97M-V/def2-TZVPD.

HOMO level   -8.4 eV
Spin multiplicity   1
Relative energy (zero: lowest compared OMol25 entry of this formula, charge and spin)   35.2 kcal per mole
LUMO   0.5 eV
Charge   0
Total energy   -7798.1190 eV
Orbital gap   8.9 eV

Last column: Löwdin charge in e.
Geometry (Å):
C  0.145  -2.095  0.199  -0.112
C  0.140  -1.579  1.536  -0.125
C  -0.008  -0.231  1.430  -0.158
N  0.256  0.188  0.132  0.013
C  0.262  -0.979  -0.651  -0.137
H  0.356  -3.103  -0.201  0.095
H  -0.145  -2.102  2.445  0.093
H  -0.048  0.614  2.143  0.117
H  0.209  1.060  -0.339  0.105
H  0.310  -1.014  -1.742  0.100
O  -0.495  3.363  -1.779  -0.052
H  -0.444  2.728  -2.487  0.023
H  -1.279  2.942  -1.399  0.038


2 unconnected molecules or ions with the total composition C4H7NO at a distorted geometry. Source: the OMol25 dataset; level of theory: ωB97M-V/def2-TZVPD.

HOMO level   -8.6 eV
Spin multiplicity   1
Relative energy (zero: lowest compared OMol25 entry of this formula, charge and spin)   66.4 kcal per mole
LUMO   0.9 eV
Charge   0
Total energy   -7796.7638 eV
Orbital gap   9.5 eV

Last column: Löwdin charge in e.
Geometry (Å):
C  -1.234  0.999  -0.300  -0.017
C  -1.920  0.068  -0.953  -0.165
C  -2.973  -0.449  -1.517  -0.047
H  -0.932  0.799  0.718  0.042
H  -1.041  1.963  -0.751  0.067
H  -3.978  -0.285  -1.149  0.053
H  -2.905  -1.088  -2.386  0.038
N  3.143  -0.272  1.264  0.119
C  1.879  -0.418  0.839  -0.397
O  1.139  0.533  0.656  -0.028
H  3.513  0.656  1.394  0.108
H  3.771  -1.045  1.392  0.094
H  1.538  -1.462  0.793  0.133


2 unconnected molecules or ions with the total composition C4H7NO at a distorted geometry. Source: the OMol25 dataset; level of theory: ωB97M-V/def2-TZVPD.

HOMO level   -8.9 eV
Spin multiplicity   1
Relative energy (zero: lowest compared OMol25 entry of this formula, charge and spin)   52.7 kcal per mole
LUMO   1.1 eV
Charge   0
Total energy   -7797.3602 eV
Orbital gap   10.0 eV

Last column: Löwdin charge in e.
Geometry (Å):
N  1.375  0.491  0.787  -0.049
C  1.415  -0.629  -1.347  -0.015
O  1.564  0.245  -2.068  0.029
C  -0.762  -0.643  0.053  -0.260
C  -1.701  -0.351  -0.842  -0.015
C  -0.058  0.381  0.930  -0.289
H  1.939  -0.241  1.189  0.078
H  1.785  1.409  0.865  0.084
H  -0.489  -1.684  0.222  0.095
H  -1.909  0.677  -1.135  0.064
H  -2.287  -1.131  -1.321  0.056
H  -0.375  0.114  1.951  0.108
H  -0.497  1.359  0.716  0.114


A single C4H7NO molecule. Source: the OMol25 dataset; level of theory: ωB97M-V/def2-TZVPD.

HOMO level   -9.9 eV
Spin multiplicity   1
Relative energy (zero: lowest compared OMol25 entry of this formula, charge and spin)   38.3 kcal per mole
LUMO   1.0 eV
Charge   0
Total energy   -7797.9839 eV
Orbital gap   10.9 eV

Last column: Löwdin charge in e.
Geometry (Å):
C  1.934  -0.345  0.347  -0.007
C  0.642  0.403  0.110  -0.413
O  0.543  1.599  0.313  0.068
C  -0.530  -0.371  -0.405  -0.255
C  -1.844  -0.025  0.212  -0.131
N  -1.548  0.367  -1.146  0.035
H  2.670  -0.017  -0.395  0.093
H  1.813  -1.427  0.260  0.075
H  2.330  -0.096  1.334  0.089
H  -0.342  -1.387  -0.745  0.133
H  -1.818  0.739  0.986  0.113
H  -2.589  -0.808  0.330  0.103
H  -1.274  1.350  -1.162  0.098


A single C4H7NO molecule at a distorted geometry. Source: the OMol25 dataset; level of theory: ωB97M-V/def2-TZVPD.

HOMO level   -9.5 eV
Spin multiplicity   1
Relative energy (zero: lowest compared OMol25 entry of this formula, charge and spin)   57.0 kcal per mole
LUMO   0.9 eV
Charge   0
Total energy   -7797.1706 eV
Orbital gap   10.5 eV

Last column: Löwdin charge in e.
Geometry (Å):
N  -0.290  2.150  0.318  0.116
C  -0.819  1.029  -0.305  -0.412
O  -1.631  0.901  -1.184  0.078
C  0.169  -0.244  0.451  -0.202
C  -0.254  -1.673  0.277  -0.121
C  0.798  -1.071  -0.584  -0.157
H  0.742  2.146  0.461  0.123
H  -0.704  3.006  0.089  0.070
H  0.563  -0.049  1.404  0.099
H  -1.161  -1.668  -0.235  0.080
H  -0.091  -2.180  1.196  0.098
H  1.874  -1.420  -0.248  0.133
H  0.804  -0.926  -1.640  0.096